(1)
26
Properties=species:S:1:pos:R:3:forces:R:3 method="wB97M-V/def2-TZVPD" orbital_gap_ha=0.3460 energy_ev=-19524.9090 lumo_ev=0.67 homo_energy_ev=-8.75 multiplicity=1
C -2.007 -0.851 -0.288 1.660 0.606 1.376
C 0.220 0.508 1.868 4.674 -1.873 -1.084
C -0.826 0.155 -0.239 0.227 -0.491 1.302
C 0.581 -0.512 -0.616 -0.474 -1.719 1.870
C 1.562 -0.122 0.557 -3.730 0.054 2.231
C 0.426 -2.046 -0.779 -0.480 -0.850 0.581
C 0.988 0.050 -1.892 4.176 1.899 -1.785
C -0.614 2.403 0.817 0.098 -0.991 0.891
N -0.773 0.941 1.019 -0.600 1.264 0.357
O -2.446 -1.259 0.900 -0.929 -0.781 -0.026
O -2.408 -1.353 -1.275 -0.649 -0.179 -1.666
F 2.191 -1.191 1.126 0.177 0.534 -0.494
F 2.456 0.800 0.203 0.469 0.106 0.049
H 0.003 -0.466 2.271 0.126 -0.419 0.571
H 0.766 1.184 2.621 -1.367 -0.788 -1.351
H -0.989 0.867 -0.982 -0.707 1.020 -1.401
H 1.416 -2.570 -0.671 -1.101 0.490 0.046
H 0.020 -2.280 -1.808 0.346 0.298 1.298
H -0.344 -2.412 -0.006 1.544 -0.023 -1.129
H 2.160 -0.010 -2.182 -2.483 -0.163 1.095
H 0.810 1.112 -1.780 0.119 0.465 -0.849
H 0.526 -0.354 -2.763 -0.888 -0.176 -0.373
H 0.209 2.540 0.167 1.057 0.612 -0.825
H -1.500 2.715 0.356 -1.218 1.001 -0.622
H -0.410 2.965 1.760 -0.437 -0.741 -0.662
H -2.018 -0.812 1.617 0.391 0.842 0.597


(2)
13
Properties=species:S:1:pos:R:3:forces:R:3 method="wB97M-V/def2-TZVPD" smiles="N/C=C/N.O" orbital_gap_ha=0.3134 energy_ev=-7229.0611 lumo_ev=0.92 homo_energy_ev=-7.61 multiplicity=1
N 0.799 3.447 -0.710 0.651 1.259 2.391
C 0.421 2.188 -0.300 1.745 -3.016 -2.648
C 0.792 1.099 -1.099 -1.229 1.498 1.532
N -0.025 -0.090 -1.116 -0.357 0.195 0.705
H 0.735 4.069 0.090 0.334 0.308 -0.358
H 0.431 3.935 -1.506 -0.306 -0.787 -0.352
H 0.282 1.866 0.730 -1.346 0.959 0.175
H 1.732 1.082 -1.612 -0.120 0.361 -1.114
H -0.464 -0.149 -0.186 0.395 -0.341 0.102
H -0.859 0.228 -1.612 0.229 -0.438 -0.429
O -1.417 -5.405 2.630 -0.260 -0.508 0.334
H -1.253 -4.781 1.934 0.228 0.551 -0.470
H -2.062 -6.008 2.243 0.035 -0.040 0.132


(3)
33
Properties=species:S:1:pos:R:3:forces:R:3 method="wB97M-V/def2-TZVPD" orbital_gap_ha=0.3137 energy_ev=-27118.1571 lumo_ev=0.43 homo_energy_ev=-8.11 multiplicity=1
C -2.008 -0.623 -1.180 -3.109 -0.870 -0.265
C -2.008 0.907 -1.065 -0.929 -0.014 -1.351
C -1.721 -1.253 0.228 -1.248 1.768 -1.062
C -1.986 1.208 0.422 3.227 -0.087 -1.080
C -1.173 0.012 0.915 1.247 -1.266 -1.891
C -0.852 -2.460 0.198 1.999 -1.073 -1.112
C -1.316 2.504 0.808 -0.635 -0.106 -0.568
C 2.805 1.906 -0.638 2.144 -0.685 1.568
C 2.933 -1.793 0.473 2.708 -1.039 -0.104
O 1.572 -0.583 -1.640 0.273 -0.741 -2.223
O -0.598 -0.033 2.104 -0.774 -0.524 0.783
O 1.552 1.430 -0.107 0.970 1.708 0.565
O 1.977 -0.855 0.823 -1.019 0.709 0.221
P 1.126 -0.064 -0.359 -2.025 -0.031 2.819
H -3.060 -0.916 -1.616 1.786 0.098 1.171
H -1.354 -1.031 -1.898 1.203 -0.128 -0.829
H -1.205 1.319 -1.686 0.264 0.162 0.766
H -2.919 1.314 -1.550 0.315 -0.164 0.411
H -2.723 -1.460 0.631 0.200 -0.067 0.477
H -2.969 1.129 0.814 -1.005 -0.087 0.641
H -0.894 -3.068 -0.801 -1.140 0.305 2.243
H -0.834 -3.027 1.216 0.188 0.579 -2.173
H 0.154 -2.064 -0.137 -0.609 -0.556 1.365
H -0.993 2.362 1.784 0.312 0.508 2.148
H -1.924 3.349 0.650 -1.436 0.918 0.542
H -0.463 2.855 0.291 1.221 -0.820 -1.100
H 3.773 1.904 0.077 -2.433 -0.556 -0.747
H 2.705 2.976 -0.794 -0.244 -0.204 -0.957
H 3.060 1.179 -1.426 0.080 1.215 -0.413
H 3.993 -1.310 0.529 -1.656 -0.768 -0.241
H 2.795 -2.204 -0.565 0.069 0.387 1.004
H 2.960 -2.634 1.226 -0.274 0.817 -0.760
H -0.408 -0.978 2.272 0.329 0.612 0.150


(4)
109
Properties=species:S:1:pos:R:3:forces:R:3 method="wB97M-V/def2-TZVPD" smiles="COP(=O)(OC)OC.COP(=O)(OC)OC.COP(=O)(OC)OC.COP(=O)(OC)OC.COP(=O)(OC)OC.CCOC(C)=O.ClCCl.ClCCl" orbital_gap_ha=0.3963 energy_ev=-164291.5988 lumo_ev=0.55 homo_energy_ev=-10.23 multiplicity=1
C -24.261 -2.493 -16.115 0.931 -0.508 0.010
O -23.649 -1.417 -15.400 -0.349 0.700 0.808
P -24.158 -0.999 -13.927 0.309 -1.193 -1.384
O -23.582 0.260 -13.465 -0.187 0.104 0.056
O -23.760 -2.297 -13.081 -0.823 1.131 -0.272
C -23.722 -2.136 -11.658 0.585 -0.588 0.524
O -25.741 -1.134 -14.043 0.274 -0.107 0.573
C -26.511 -0.230 -14.822 0.088 0.534 -0.799
H -25.046 -2.968 -15.531 -0.197 0.111 -0.229
H -23.466 -3.226 -16.288 -0.183 -0.057 0.070
H -24.572 -2.152 -17.102 -0.339 0.172 0.221
H -24.657 -2.389 -11.158 -0.094 -0.241 -0.379
H -23.460 -1.129 -11.331 0.205 0.002 -0.348
H -22.938 -2.842 -11.383 -0.140 0.198 0.493
H -27.264 0.263 -14.212 0.091 -0.080 0.165
H -26.994 -0.754 -15.649 -0.067 -0.304 0.258
H -25.879 0.519 -15.308 0.029 0.129 0.287
C -28.204 7.119 -4.327 -0.519 -0.455 1.039
O -26.935 6.688 -4.784 1.044 -0.115 -0.922
P -26.633 5.125 -5.042 0.257 0.727 0.655
O -27.536 4.464 -5.982 0.054 -0.057 0.555
O -25.084 5.025 -5.417 -0.703 0.346 0.474
C -24.608 5.286 -6.751 -0.536 0.977 0.089
O -26.632 4.640 -3.509 -0.285 -0.508 -0.769
C -25.639 5.143 -2.634 0.982 0.605 0.623
H -28.095 7.766 -3.451 0.399 0.228 -0.315
H -28.751 6.265 -3.913 -0.289 0.060 -0.492
H -28.759 7.646 -5.098 0.031 -0.207 -0.114
H -24.060 6.229 -6.747 0.396 -0.240 0.253
H -25.450 5.507 -7.407 0.001 -0.674 -0.220
H -23.989 4.451 -7.052 -0.067 -0.043 -0.210
H -24.923 4.353 -2.409 0.009 0.014 -0.048
H -26.025 5.537 -1.690 -0.667 -0.481 -0.117
H -25.091 6.005 -3.022 -0.031 -0.236 -0.464
C -26.025 1.061 -6.504 0.447 0.300 1.501
O -24.972 0.780 -7.418 0.314 -0.328 -0.648
P -23.781 -0.195 -6.998 -0.541 -0.322 0.001
O -22.889 0.350 -5.969 0.055 0.007 0.104
O -24.461 -1.593 -6.618 0.202 0.676 -0.693
C -24.344 -2.099 -5.272 0.657 -0.162 -0.474
O -23.118 -0.491 -8.413 -0.333 -0.207 0.076
C -22.399 0.594 -9.014 -0.222 1.331 0.344
H -25.711 0.766 -5.499 -0.247 -0.498 -0.107
H -26.942 0.542 -6.766 0.016 0.055 -0.091
H -26.156 2.134 -6.362 -0.220 0.067 -0.783
H -24.452 -3.182 -5.312 -0.433 0.066 -0.162
H -25.109 -1.617 -4.668 0.143 -0.110 0.290
H -23.317 -1.929 -4.955 -0.237 0.309 0.461
H -22.277 0.472 -10.084 0.191 -0.739 0.063
H -21.474 0.781 -8.473 0.201 -0.226 -0.296
H -22.974 1.525 -8.953 -0.112 -0.110 0.221
C -25.796 1.376 -2.446 0.569 0.143 -0.026
O -26.661 0.384 -1.877 0.516 -0.063 0.128
P -27.714 -0.364 -2.761 -1.721 -0.902 1.272
O -27.422 -0.597 -4.165 0.275 0.126 -0.577
O -27.982 -1.702 -1.901 0.557 0.842 0.273
C -28.293 -2.969 -2.500 -0.088 0.795 -0.303
O -29.049 0.480 -2.517 -0.112 -0.605 -0.722
C -29.528 0.778 -1.212 0.097 0.656 0.373
H -26.070 2.369 -2.098 -0.241 -0.115 0.013
H -25.795 1.354 -3.534 -0.252 -0.035 0.011
H -24.780 1.151 -2.126 -0.061 -0.034 0.131
H -29.333 -2.929 -2.833 0.154 -0.202 -0.259
H -28.206 -3.742 -1.742 0.238 0.115 0.044
H -27.592 -3.102 -3.325 -0.293 -0.428 -0.054
H -29.202 0.061 -0.459 0.288 0.065 -0.074
H -30.616 0.801 -1.159 0.003 -0.173 -0.582
H -29.187 1.794 -1.002 0.072 -0.177 0.437
C -20.254 1.207 -12.305 -0.923 -0.213 0.431
O -19.102 1.941 -11.928 1.108 0.311 -0.253
P -18.591 2.150 -10.452 -0.676 0.258 0.273
O -19.592 2.785 -9.579 0.682 -0.697 -0.010
O -18.122 0.693 -9.943 -0.131 0.836 0.267
C -17.037 0.018 -10.585 -0.367 -0.355 -0.250
O -17.251 2.992 -10.696 -0.281 -0.778 -0.496
C -16.325 3.194 -9.615 -0.220 0.249 -0.127
H -19.979 0.453 -13.037 0.030 0.138 -0.160
H -21.031 1.874 -12.675 0.289 0.097 -0.351
H -20.739 0.706 -11.467 0.367 -0.121 0.203
H -16.643 -0.724 -9.893 0.048 0.234 0.149
H -16.270 0.727 -10.894 0.052 -0.155 -0.057
H -17.435 -0.537 -11.439 0.188 0.209 -0.127
H -16.232 4.273 -9.502 -0.221 -0.057 0.460
H -15.321 2.843 -9.858 -0.218 -0.348 -0.312
H -16.696 2.673 -8.735 0.193 0.335 0.278
C -22.252 -3.615 -8.655 -0.541 0.708 -0.870
C -22.185 -5.109 -8.790 0.346 -0.261 1.152
O -23.415 -5.602 -8.215 -0.783 0.660 -0.768
C -23.701 -6.909 -8.215 0.383 0.224 0.923
C -25.157 -7.145 -7.955 -0.541 -1.276 0.333
O -22.860 -7.764 -8.254 0.142 -0.306 -0.616
H -23.228 -3.328 -9.057 -0.115 0.188 0.479
H -21.579 -3.058 -9.311 0.427 -0.410 0.093
H -22.121 -3.215 -7.652 -0.160 -0.242 0.114
H -22.112 -5.408 -9.834 0.040 -0.235 0.047
H -21.392 -5.533 -8.174 0.307 -0.106 -0.471
H -25.268 -8.155 -7.551 0.286 0.068 0.122
H -25.776 -7.209 -8.850 0.184 0.646 -0.163
H -25.575 -6.472 -7.212 0.027 0.351 -0.296
Cl -27.517 1.245 -11.073 -0.013 0.342 -0.435
C -26.838 -0.146 -10.281 0.086 -0.671 0.621
Cl -27.331 -1.701 -11.036 0.035 0.473 0.246
H -25.753 -0.120 -10.252 -0.009 0.159 -0.321
H -27.194 -0.117 -9.256 -0.096 -0.290 -0.052
Cl -21.023 1.742 -1.701 0.024 0.023 -0.065
C -21.647 0.862 -3.098 -0.081 0.302 -0.834
Cl -22.606 -0.540 -2.619 0.159 -0.003 0.042
H -22.254 1.512 -3.724 -0.286 0.025 0.396
H -20.839 0.575 -3.767 0.167 -0.377 0.440


(5)
9
Properties=species:S:1:pos:R:3:forces:R:3 method="wB97M-V/def2-TZVPD" orbital_gap_ha=0.2960 total_charge=-1 energy_ev=-20575.2481 lumo_ev=3.81 homo_energy_ev=-4.25 multiplicity=1
C 0.038 0.055 -0.251 -0.494 -0.526 -0.865
C -0.752 0.974 0.688 1.011 -0.857 2.807
N 1.172 -0.558 0.300 -1.742 1.677 -0.557
O -0.462 0.660 1.881 0.028 0.126 0.189
O -1.549 1.821 0.324 -0.508 0.511 -1.274
O -0.086 -0.958 -2.628 -0.482 -0.310 -0.159
S -0.851 -0.113 -1.635 2.137 -0.295 0.112
H 0.972 -0.430 1.292 0.337 0.013 0.434
H 1.519 -1.452 0.027 -0.286 -0.340 -0.687


(6)
13
Properties=species:S:1:pos:R:3:forces:R:3 method="wB97M-V/def2-TZVPD" smiles=C1OC[C@H]2N[C@@H]12 orbital_gap_ha=0.3824 energy_ev=-7797.1198 lumo_ev=1.10 homo_energy_ev=-9.30 multiplicity=1
C -0.216 1.193 0.678 0.320 0.111 0.004
O -1.389 0.641 0.105 -0.010 0.082 -0.141
C -1.121 -0.617 -0.501 0.135 -0.258 -0.180
C 0.320 -0.995 -0.174 -0.107 -0.256 0.130
N 1.396 -0.295 -0.807 0.589 -0.282 0.170
C 0.932 0.222 0.446 0.053 0.033 0.399
H -0.340 1.272 1.770 0.005 0.038 -0.216
H -0.070 2.205 0.282 0.082 -0.127 -0.042
H -1.835 -1.364 -0.127 0.212 0.132 0.014
H -1.277 -0.513 -1.584 0.047 -0.122 0.095
H 0.563 -2.005 0.142 -0.231 0.057 0.045
H 1.361 0.129 -1.704 -0.828 0.702 -0.521
H 1.709 0.196 1.202 -0.264 -0.110 0.242


What is the multiplicity in the fifth record?
1


Repeat the sixth record exactly.
13
Properties=species:S:1:pos:R:3:forces:R:3 method="wB97M-V/def2-TZVPD" smiles=C1OC[C@H]2N[C@@H]12 orbital_gap_ha=0.3824 energy_ev=-7797.1198 lumo_ev=1.10 homo_energy_ev=-9.30 multiplicity=1
C -0.216 1.193 0.678 0.320 0.111 0.004
O -1.389 0.641 0.105 -0.010 0.082 -0.141
C -1.121 -0.617 -0.501 0.135 -0.258 -0.180
C 0.320 -0.995 -0.174 -0.107 -0.256 0.130
N 1.396 -0.295 -0.807 0.589 -0.282 0.170
C 0.932 0.222 0.446 0.053 0.033 0.399
H -0.340 1.272 1.770 0.005 0.038 -0.216
H -0.070 2.205 0.282 0.082 -0.127 -0.042
H -1.835 -1.364 -0.127 0.212 0.132 0.014
H -1.277 -0.513 -1.584 0.047 -0.122 0.095
H 0.563 -2.005 0.142 -0.231 0.057 0.045
H 1.361 0.129 -1.704 -0.828 0.702 -0.521
H 1.709 0.196 1.202 -0.264 -0.110 0.242